C22H23AsN4O7PdS2 | ωB97M-V/def2-TZVPD

```
60
Properties=species:S:1:pos:R:3:forces:R:3
Pd 1.2095 -1.2084 0.0114 -0.73 0.70 -1.25
N -2.8765 -1.4251 -0.8929 -0.02 -0.63 0.08
C -3.6470 -0.2802 -1.0581 -0.36 0.32 -0.01
C -4.6520 -0.3898 -2.0291 -0.18 0.00 -0.17
C -5.6254 0.5733 -2.2369 -0.09 -0.09 -0.11
C -5.6107 1.7216 -1.4649 -0.10 0.08 -0.05
C -4.6106 1.8710 -0.5245 -0.21 0.05 -0.26
C -3.6221 0.9143 -0.2806 0.15 -0.01 0.05
S -2.5274 1.3053 1.0080 0.05 0.13 0.80
N -0.6830 -0.5146 -0.3417 0.08 -0.36 -0.02
C -1.4918 -1.6504 -0.6545 0.20 -0.49 -0.23
C -0.8941 -2.8675 -0.8135 -0.28 0.67 0.14
C -1.5475 -4.0900 -1.2271 -0.27 0.00 -0.09
C -0.8339 -5.2248 -1.4251 0.10 0.16 0.05
C 0.5593 -5.2372 -1.1924 0.11 -0.15 -0.02
C 1.1480 -4.0749 -0.7391 0.24 -0.31 -0.13
N 0.4874 -2.9432 -0.5604 -0.16 -0.25 0.11
H -3.2755 -2.1985 -1.4099 0.12 0.23 0.07
H -4.6810 -1.2997 -2.6205 0.03 0.00 -0.09
H -6.3790 0.4300 -3.0027 -0.01 -0.07 0.01
H -6.3731 2.4840 -1.5710 0.00 0.03 -0.09
H -4.5786 2.7600 0.0914 -0.01 0.01 0.05
H -2.6142 -4.0809 -1.3977 -0.12 -0.06 0.02
H -1.3258 -6.1325 -1.7542 -0.11 -0.01 -0.02
H 1.1442 -6.1294 -1.3517 0.10 -0.02 0.09
H 2.2096 -4.0483 -0.5110 -0.10 0.20 0.01
O 4.0591 0.4040 -0.8606 -0.27 -0.19 0.92
As 4.0257 -0.7911 0.6307 2.81 1.66 -1.24
O 5.6155 -1.1387 0.7203 0.33 -0.28 0.56
O 3.1196 -1.9363 -0.1440 -1.61 -0.62 -0.12
C 3.5233 0.6496 1.8420 -0.07 -0.24 -0.10
C 4.1129 1.8937 1.7101 0.30 0.06 -0.32
C 3.7857 2.9003 2.6036 0.15 0.11 -0.01
C 2.8575 2.6676 3.6086 -0.20 0.00 0.11
C 2.2727 1.4182 3.7406 -0.16 0.07 0.05
C 2.6312 0.4194 2.8579 0.17 -0.61 0.06
S 2.1689 -1.2899 3.1038 -0.93 -0.40 1.79
O 2.1104 -1.4429 4.5521 0.06 0.11 -0.23
O 3.3042 -2.0073 2.5121 0.01 0.24 -0.30
O 0.8777 -1.5353 2.4640 0.56 0.26 0.23
H 4.3757 -0.1932 -1.5450 0.05 -0.02 -0.07
H 4.8316 2.0446 0.9127 -0.07 0.06 0.03
H 4.2616 3.8740 2.5301 -0.01 -0.07 -0.05
H 2.6008 3.4558 4.3049 -0.02 0.06 0.03
H 1.5587 1.1921 4.5193 0.03 0.03 0.12
C -0.9416 2.7685 -1.7412 -0.11 0.37 0.08
N -0.1372 1.7005 -1.1873 0.25 -0.28 0.23
C -0.5094 0.3365 -1.5314 0.10 -0.10 -0.94
C 0.7769 1.8826 -0.2085 -0.17 0.43 -0.53
C 1.0030 3.2693 0.3489 -0.07 -0.24 0.04
O 1.4543 0.9655 0.2456 0.06 -0.37 0.24
H -1.4970 2.3873 -2.5972 0.10 0.01 0.02
H -0.3046 3.5893 -2.0801 -0.08 -0.05 -0.03
H -1.6709 3.1308 -1.0099 0.01 -0.03 -0.01
H -1.4554 0.3926 -2.0893 0.25 0.03 0.20
H -1.2187 0.0815 0.3775 0.54 -0.29 -0.07
H 0.2588 -0.1148 -2.1960 -0.44 0.14 0.40
H 0.2829 4.0058 0.0101 -0.03 0.01 0.02
H 2.0170 3.5915 0.1117 0.01 -0.07 -0.05
H 0.9403 3.1648 1.4325 0.01 0.06 -0.02
```
Forces are in eV/Å.

Values from the calculation:
* charge: -2
* spin multiplicity: 1
* E_LUMO: 4.522 eV
* highest occupied orbital energy: -0.6 eV

***

C22H23I2IrN5O3S | ωB97M-V/def2-TZVPD

```
57
Properties=species:S:1:pos:R:3:forces:R:3
Ir -0.2047 0.0705 -0.5956 1.18 1.53 0.56
I -1.4662 5.2638 4.9562 0.01 -0.35 -0.22
C -1.4857 3.5567 3.7171 0.21 0.29 0.21
C -2.6765 3.1650 3.1185 0.14 0.15 0.16
C -2.6418 2.0918 2.2680 0.16 -0.78 -0.43
I -4.3900 1.4149 1.3086 0.10 0.21 0.16
C -1.4657 1.3438 1.9853 0.29 1.99 1.64
O -1.5378 0.3537 1.1778 0.40 -2.39 -2.57
C -0.2829 1.7422 2.6667 -0.70 -0.46 -0.53
C 1.0473 1.0527 2.4748 -0.01 0.39 0.31
N 1.0477 -0.0789 1.5554 -0.22 -0.10 -0.44
C 2.3771 -0.6433 1.3826 0.24 0.01 -0.06
C 2.4425 -1.5772 0.1999 0.17 0.08 0.42
C 3.5933 -2.3088 -0.0648 -0.28 0.01 -0.06
C 3.6406 -3.1139 -1.1898 -0.17 0.14 0.01
C 2.5261 -3.1764 -2.0105 0.01 0.01 0.26
C 1.4098 -2.4378 -1.6690 0.01 -0.37 -0.43
N 1.3736 -1.6539 -0.5922 -1.27 1.12 -0.64
C -0.3130 2.8475 3.4945 -0.36 0.23 0.26
H -3.6002 3.6844 3.3195 -0.05 0.08 -0.02
H 1.4000 0.7279 3.4686 0.11 0.06 -0.19
H 1.7604 1.7915 2.0904 0.00 -0.13 0.05
H 0.4237 -0.7970 1.9232 -0.01 0.17 -0.19
H 2.7183 -1.1627 2.2921 0.03 0.10 -0.17
H 3.0725 0.1827 1.1976 -0.03 -0.06 0.07
H 4.4407 -2.2277 0.5939 0.12 0.02 0.16
H 4.5314 -3.6733 -1.4254 0.12 -0.06 -0.02
H 2.5219 -3.7705 -2.9063 -0.05 -0.12 -0.14
H 0.5263 -2.4529 -2.2900 -0.03 0.10 0.04
H 0.5956 3.1657 3.9811 0.16 0.06 0.09
C 1.5081 4.1932 -1.8088 -0.07 -0.07 0.25
C 0.9997 2.7898 -1.6491 -0.11 -0.07 0.53
N 0.3416 2.3697 -0.6108 -0.52 -0.73 -0.27
O -0.0788 3.2590 0.3500 0.10 0.36 0.12
C 1.2739 1.8081 -2.6569 -0.05 0.32 -0.51
C 2.1018 2.0559 -3.8812 -0.27 -0.33 0.09
N 0.7167 0.6347 -2.4979 -0.54 -2.58 2.10
O 0.8951 -0.3301 -3.2751 0.08 0.66 -0.52
H 1.5448 4.7142 -0.8524 0.01 0.04 -0.06
H 0.8963 4.7668 -2.5076 -0.01 -0.04 0.00
H 2.5248 4.1633 -2.1976 -0.06 0.03 0.00
H -0.0916 4.1681 -0.0006 0.00 -0.34 -0.12
H 2.3574 3.0999 -4.0136 -0.01 0.07 0.02
H 1.5497 1.7090 -4.7549 0.07 0.00 -0.05
H 3.0154 1.4648 -3.8218 0.10 -0.03 -0.10
S -1.9904 -1.3800 -1.5262 1.12 1.34 -0.36
C -2.0864 -2.3419 -0.1119 -0.26 -0.56 0.64
N -2.8714 -1.9312 0.9166 0.55 -0.49 -0.35
C -3.0193 -2.6311 2.0527 -0.09 0.03 0.09
C -2.4005 -3.8391 2.2096 0.39 -0.23 -0.42
C -1.5879 -4.3206 1.1646 -0.39 0.21 0.46
C -1.4415 -3.5850 0.0157 -0.16 0.38 0.05
H -3.2739 -0.9958 0.8397 -0.03 0.15 0.04
H -3.6387 -2.1866 2.8143 -0.10 0.10 0.02
H -2.5311 -4.4085 3.1134 -0.05 0.00 0.12
H -1.0804 -5.2661 1.2707 0.03 -0.14 0.01
H -0.8256 -3.9292 -0.7997 -0.02 0.00 -0.05
```
Forces are in eV/Å.

Values from the calculation:
* charge: +1
* spin multiplicity: 1
* E_LUMO (spin up / spin down): -4.217 / -4.230 eV
* highest occupied orbital energy (spin up / spin down): -10.0 / -10.0 eV

***

C22H23IrN9 | ωB97M-V/def2-TZVPD

```
55
Properties=species:S:1:pos:R:3:forces:R:3
Ir 0.3835 0.3610 -0.0533 0.10 0.02 0.00
C 1.1086 1.8773 2.9343 0.02 -0.07 0.00
C 0.3087 0.6353 3.1939 -0.02 -0.01 -0.02
C 0.1285 0.1621 4.4910 0.01 0.01 -0.03
C -0.5531 -1.0195 4.6986 0.00 0.00 0.05
C -1.0630 -1.7153 3.6091 -0.02 -0.05 0.01
C -0.8827 -1.1935 2.3459 0.03 0.05 0.03
N -0.2105 -0.0393 2.1529 0.02 0.05 -0.07
C -1.4155 -1.8380 1.1230 -0.01 0.00 0.00
C -2.3191 -2.8832 1.1502 -0.03 -0.02 0.01
C -2.7862 -3.3976 -0.0496 0.00 0.00 0.01
C -2.3559 -2.8511 -1.2464 -0.03 -0.02 -0.01
C -1.4524 -1.8021 -1.2228 -0.01 -0.01 0.01
N -0.9948 -1.3290 -0.0507 0.04 0.05 -0.02
C -0.9396 -1.1407 -2.4454 0.04 0.05 -0.02
C -1.2645 -1.5765 -3.7102 -0.03 -0.05 -0.03
C -0.7257 -0.9166 -4.8092 0.00 0.00 -0.04
C 0.1271 0.1429 -4.6015 -0.01 0.04 0.01
C 0.4245 0.5500 -3.3013 0.00 -0.02 0.01
C 1.3771 1.6906 -3.0956 -0.06 -0.01 -0.01
N -0.1199 -0.0830 -2.2520 0.05 0.01 0.04
H 1.0543 2.5568 3.7822 -0.02 0.00 0.01
H 0.7762 2.4049 2.0412 0.00 0.01 0.00
H 2.1584 1.6086 2.7971 0.00 0.02 0.00
H 0.5342 0.7247 5.3208 0.00 -0.01 0.00
H -0.6896 -1.4050 5.7004 0.00 0.00 0.00
H -1.5828 -2.6494 3.7604 0.00 0.00 0.00
H -2.6747 -3.2855 2.0866 0.00 0.00 0.00
H -3.4955 -4.2147 -0.0499 0.00 0.00 0.00
H -2.7334 -3.2387 -2.1798 0.00 0.00 0.00
H -1.9187 -2.4212 -3.8620 0.00 0.00 0.01
H -0.9671 -1.2422 -5.8123 0.00 0.00 0.00
H 0.5778 0.6686 -5.4328 -0.01 -0.01 0.00
H 2.3193 1.4797 -3.6026 0.01 -0.03 0.03
H 1.5882 1.8790 -2.0451 -0.01 0.03 0.01
H 0.9843 2.6016 -3.5507 -0.01 0.00 0.01
N 6.9336 -0.5006 0.1965 0.03 -0.02 0.01
C 5.8827 0.2896 0.1467 -0.03 -0.06 0.01
N 6.0152 1.6030 0.0269 0.03 0.02 0.00
N 4.6745 -0.3213 0.2283 0.04 0.09 -0.07
C 3.5201 0.1238 0.1334 -0.06 -0.01 0.11
N 2.3727 0.4268 0.0831 -0.03 -0.05 -0.04
H 7.8790 -0.1502 0.1658 0.00 0.01 0.00
H 6.8010 -1.4971 0.2778 -0.02 0.00 0.00
H 6.9256 2.0354 -0.0255 0.00 0.01 0.00
H 5.2177 2.2149 0.0276 -0.02 -0.02 0.00
N -1.7117 2.3878 1.0103 -0.01 0.04 0.01
C -2.3975 3.5091 0.7720 -0.02 0.01 0.01
C -2.0168 3.9746 -0.4741 0.05 -0.02 -0.04
C -1.0890 3.0532 -0.9324 -0.08 0.00 -0.05
N -0.8992 2.0776 -0.0273 0.01 -0.03 0.07
H -1.7638 1.7808 1.8128 0.00 -0.01 0.00
H -3.1064 3.8989 1.4855 0.01 -0.02 0.00
H -2.3684 4.8595 -0.9753 -0.01 -0.01 0.01
H -0.5540 3.0407 -1.8651 0.02 -0.01 -0.01
```
Forces are in eV/Å.

Values from the calculation:
* charge: +3
* spin multiplicity: 5
* E_LUMO (spin up / spin down): -8.779 / -11.079 eV
* <S²>: 6.01
* highest occupied orbital energy (spin up / spin down): -17.0 / -17.1 eV

***

C22H23MnN2S3 | ωB97M-V/def2-TZVPD

```
51
Properties=species:S:1:pos:R:3:forces:R:3
Mn 0.2116 0.5024 -0.8965 -0.53 1.61 0.72
C 2.2231 -0.9820 -2.6117 -0.18 -0.15 0.08
N 0.9947 -1.2869 -1.8163 0.05 0.08 -0.12
C 1.2989 -2.1552 -0.6507 0.05 0.06 -0.09
C 0.1212 -2.0979 0.2801 -0.12 0.00 -0.02
N -0.0519 -0.7010 0.7772 -0.12 0.32 -0.14
C -1.4297 -0.5325 1.3242 0.15 -0.09 -0.02
C 0.9489 -0.4552 1.8288 -0.25 0.00 0.14
C 0.8004 -1.0291 3.0863 -0.13 -0.11 0.09
C 1.7505 -0.8135 4.0657 0.01 -0.05 0.14
C 2.8616 -0.0266 3.7883 0.13 0.18 -0.18
C 3.0143 0.5382 2.5311 0.02 -0.04 0.14
C 2.0520 0.3228 1.5397 0.24 0.12 -0.18
S 2.2700 1.0370 -0.0529 0.56 -0.49 0.08
C 0.0340 -1.9747 -2.6993 0.35 -0.10 0.07
C 0.3654 -3.1716 -3.3245 0.14 -0.07 0.01
C -0.5412 -3.7855 -4.1715 0.02 -0.03 -0.01
C -1.7767 -3.1941 -4.4078 -0.13 0.09 -0.02
C -2.1067 -2.0049 -3.7766 -0.12 -0.10 -0.09
C -1.1988 -1.4028 -2.9078 -0.38 0.11 0.03
S -1.6192 0.0875 -2.0692 0.39 -0.20 -0.37
H 2.6302 -1.8864 -3.0588 -0.02 -0.06 -0.03
H 2.9694 -0.5385 -1.9688 0.09 0.07 0.13
H 1.9653 -0.2860 -3.4058 -0.07 0.04 -0.07
H 2.1959 -1.7847 -0.1620 0.11 0.08 0.01
H 1.4757 -3.1805 -0.9656 0.07 -0.12 -0.04
H 0.2608 -2.7698 1.1238 -0.03 -0.07 0.11
H -0.7851 -2.3862 -0.2495 -0.11 0.01 -0.03
H -1.6485 -1.2989 2.0642 0.01 -0.04 0.06
H -2.1411 -0.6097 0.5160 -0.12 -0.03 -0.16
H -1.5133 0.4447 1.7842 -0.03 -0.04 0.01
H -0.0584 -1.6500 3.3196 0.10 0.06 -0.05
H 1.6216 -1.2585 5.0456 0.03 0.04 -0.09
H 3.6094 0.1511 4.5542 -0.07 -0.02 -0.10
H 3.8746 1.1560 2.2959 -0.06 -0.07 0.07
H 1.3364 -3.6324 -3.1661 -0.12 0.06 0.00
H -0.2786 -4.7213 -4.6503 -0.02 0.08 0.01
H -2.4827 -3.6608 -5.0877 0.08 0.06 0.10
H -3.0672 -1.5278 -3.9502 0.11 -0.11 0.02
S -0.3816 2.5546 -0.7132 -0.16 -1.00 -0.66
C -1.0997 3.5622 0.4725 -0.06 -0.20 0.56
C -1.2393 3.1560 1.8145 0.01 0.22 -0.28
C -1.8468 4.0057 2.7142 -0.06 0.09 0.06
C -2.3215 5.2472 2.2876 0.06 -0.05 -0.12
C -2.1707 5.6562 0.9628 -0.01 -0.01 0.10
C -1.5524 4.8248 0.0481 0.04 -0.17 0.16
H -0.8562 2.1953 2.1292 0.08 0.11 0.00
H -1.9544 3.7081 3.7511 0.00 0.05 -0.09
H -2.8095 5.9030 2.9966 0.02 0.00 -0.01
H -2.5331 6.6265 0.6449 0.01 -0.07 0.05
H -1.4218 5.1258 -0.9839 0.00 -0.03 0.04
```
Forces are in eV/Å.

Values from the calculation:
* charge: +1
* spin multiplicity: 2
* E_LUMO (spin up / spin down): -5.882 / -5.648 eV
* <S²>: 0.81
* highest occupied orbital energy (spin up / spin down): -10.5 / -10.6 eV

***

no.,DFT total energy (eV)
1,-129469.5233
2,-66645.7894
3,-39411.7590
4,-89986.1478